Here is a structure of composition C35H29BrCrN5O6 from OMol25. Energies are from the ωB97M-V functional and the def2-TZVPD basis.

Its total energy is -5694.947291 Eh. Its multiplicity is 4. The expectation value of S² is 3.776.

Positions of all 77 atoms, in Å:
H: 3.72975 -1.13991 3.19487
C: 1.84575 -4.30337 0.27656
C: 0.37445 4.57551 -2.65323
C: 3.05930 -0.79424 2.40737
C: 2.49383 2.87693 1.82179
H: 1.65378 -2.05171 -2.79391
H: 0.73003 -3.58642 -4.51936
C: 0.59507 -2.25729 -2.85227
C: 0.86886 -3.48616 0.82398
H: 4.13303 3.75535 0.73165
C: 0.08737 -3.10251 -3.79699
C: -2.15356 -2.79185 -2.94205
C: 2.59640 -1.96788 1.59218
C: -3.38587 1.48958 3.14864
C: -0.56452 -3.92838 0.84861
C: 2.06899 1.31655 -0.37302
C: -1.39710 -0.40555 3.21381
H: 3.94182 -4.60023 -0.07534
Cr: -0.47342 0.07421 0.54204
C: -0.20610 4.44345 1.07383
H: -1.12057 4.98233 1.32554
C: -2.42944 1.39730 2.15178
C: 3.10918 2.22968 -0.37806
H: 0.90094 5.75384 -0.94480
N: -1.81733 -4.25945 -4.86029
N: -1.34987 1.91582 0.09840
C: -1.64940 -1.93563 -1.95169
H: 2.62122 3.47620 2.71117
H: -2.22825 -1.09844 5.04726
C: -0.30186 3.45231 -3.09310
C: -0.31318 -1.45018 3.02384
C: -0.23078 4.03902 -0.37216
C: -0.93280 2.59872 -2.19594
H: -4.04174 0.64531 5.00608
C: 1.24671 -2.27969 1.42506
O: -3.11744 3.23016 0.82124
Br: 4.18732 2.37401 -1.91289
C: 3.33147 3.02980 0.72856
H: -3.21057 -3.01788 -2.99017
C: -1.68720 1.40631 -2.71203
C: -0.25553 -1.62638 -1.90208
H: -3.61734 -1.70769 -1.09775
C: -1.29335 -3.35808 -3.84237
H: -0.82654 -4.27647 1.84941
O: 0.24775 -0.79714 -1.05915
O: -2.26112 -0.82232 0.06459
H: -0.15349 3.58718 1.74802
H: 2.22718 -0.28713 2.88668
C: 0.39177 4.86616 -1.29961
H: 1.86079 0.68340 -1.22190
H: -1.06610 0.51038 -2.70790
O: -3.01944 -4.42764 -4.89729
H: -0.35124 3.22792 -4.15056
O: -0.04668 -2.23878 3.91852
H: -1.24352 -3.11169 0.61562
H: -2.56975 1.20820 -2.10098
H: 0.64764 5.09073 1.27228
H: -4.15343 2.24515 3.06605
C: -2.31077 -0.37085 4.25274
C: 3.18710 -3.95788 0.35661
C: -2.34573 2.28902 0.92900
H: 0.87257 5.22523 -3.35805
H: -0.73428 -4.74406 0.14735
H: 0.79394 1.80138 2.58698
H: 3.61085 -0.07382 1.79991
N: -1.46335 0.49008 2.23306
C: -0.87746 2.87591 -0.82781
C: -2.55617 -1.45362 -0.95897
C: 3.55360 -2.81137 1.03325
O: -1.01481 -4.80143 -5.59218
N: 1.26639 1.18266 0.68296
C: -3.30987 0.59705 4.21187
H: -2.00921 1.57821 -3.73705
N: 0.22815 -1.35465 1.79496
C: 1.47440 1.94737 1.75927
H: 4.60134 -2.56303 1.15051
H: 1.55142 -5.22763 -0.20297